A 2-piece molecular cluster, C4H11NO overall. Source: the Open Molecules 2025 dataset; level of theory: wB97M-V/def2-TZVPD.

Each line ends with the Löwdin charge.
CARTESIAN COORDINATES (ANGSTROEM)
H  -1.370  -0.366  -1.312  0.12
H  1.715  -0.356  -1.637  0.07
C  -0.683  -0.745  1.337  -0.25
H  0.628  0.761  -2.448  0.07
O  -0.447  2.659  -0.548  -0.09
H  0.909  -0.313  2.786  0.08
H  0.934  -0.146  0.486  0.09
H  -0.252  -1.652  -0.843  0.10
H  0.564  -0.990  -2.800  0.07
C  0.173  -1.032  2.405  0.00
N  -0.050  0.073  0.329  -0.12
H  -0.007  -1.917  3.007  0.07
C  0.705  -0.242  -2.024  -0.09
H  -0.334  1.842  -0.017  -0.02
H  -1.108  -0.301  2.376  0.16
C  -0.358  -0.572  -0.978  -0.28
H  -1.018  3.296  -0.119  0.02

Summary:
Multiplicity: 1
Frontier orbital gap: 8.87 eV
Highest occupied orbital energy: -0.315 hartree
Energy: -7859.557 eV
Energy relative to the best compared isomer or geometry (same formula, charge and spin): 115.2 kcal per mole